(i)
The following is a DFT calculation (ωB97M-V/def2-TZVPD) of 2 unconnected molecules or ions with the total composition C3H2O3.

Values from the calculation:
Net charge ... 0
Frontier orbital gap ... 8.02 eV
Lowest unoccupied orbital energy ... -0.336 eV

Positions of all 8 atoms, in Å:
O -2.254 0.785 1.003
C -1.163 0.568 0.805
C -0.061 0.246 -0.947
O -0.716 0.851 -1.732
C 0.909 -0.472 -0.394
O 1.201 -0.733 0.913
H 0.584 -0.217 1.457
H 1.500 -1.028 -1.105

***

(ii)
The following is a DFT calculation (ωB97M-V/def2-TZVPD) of C3H2O3 in the gas phase.

Values from the calculation:
Net charge ... 0
Frontier orbital gap ... 8.86 eV
Lowest unoccupied orbital energy ... -0.869 eV

Positions of all 8 atoms, in Å:
O -2.544 0.995 0.128
C -1.485 0.725 0.647
C -0.570 -0.307 0.081
O 0.546 0.264 -0.297
C 1.522 -0.716 -0.655
O 2.661 -0.531 -0.410
H -1.165 1.153 1.625
H 1.036 -1.583 -1.120

***

(iii)
The following is a DFT calculation (ωB97M-V/def2-TZVPD) of C3H2O3 in the gas phase.

Values from the calculation:
Net charge ... 0
Frontier orbital gap ... 8.26 eV
Lowest unoccupied orbital energy ... -1.571 eV

Positions of all 8 atoms, in Å:
O 1.378 -0.525 1.831
C 0.430 -0.243 1.150
C 0.349 -0.504 -0.374
O 0.921 -1.366 -0.990
C -0.627 0.515 -0.948
O -1.626 0.749 -0.307
H -0.473 0.299 1.492
H -0.352 1.077 -1.854

***

(iv)
The following is a DFT calculation (ωB97M-V/def2-TZVPD) of C3H2O3 in the gas phase.

Values from the calculation:
Net charge ... 0
Frontier orbital gap ... 10.51 eV
Lowest unoccupied orbital energy ... -0.255 eV

Positions of all 8 atoms, in Å:
O -1.376 -1.825 0.444
C -0.556 -0.989 0.627
O -1.032 1.190 -0.874
C 0.133 0.886 -0.796
C 0.561 -0.134 0.220
O -0.235 -0.043 1.488
H 0.893 1.291 -1.486
H 1.612 -0.376 0.377

***

Energies relative to the most stable structure are (i) 0.0275; (ii) 0.0620; (iii) 0.0000; (iv) 0.0030, reported in hartree.

***

(i)
The following is a DFT calculation (ωB97M-V/def2-TZVPD) of a gas-phase ion, C3H5O4S (charge -1).

Values from the calculation:
Net charge ... -1
Frontier orbital gap ... 9.35 eV
Lowest unoccupied orbital energy ... 3.966 eV

Positions of all 13 atoms, in Å:
C -0.740 -1.277 -0.684
C -0.218 -0.113 0.009
C -0.925 1.100 0.458
O 1.659 1.214 -0.866
O 1.814 0.535 1.488
O 2.302 -1.052 -0.280
O -0.866 -1.621 0.658
S 1.622 0.133 0.127
H -1.595 -1.254 -1.391
H 0.006 -1.879 -1.157
H -0.163 1.844 0.146
H -1.020 1.117 1.490
H -1.878 1.253 0.001

***

(ii)
The following is a DFT calculation (ωB97M-V/def2-TZVPD) of 2 unconnected molecules or ions with the total composition C3H5O4S.

Values from the calculation:
Net charge ... -1
Frontier orbital gap ... 7.00 eV
Lowest unoccupied orbital energy ... 3.143 eV

Positions of all 13 atoms, in Å:
C -1.199 -0.220 -0.039
C -1.001 1.047 -0.384
C 2.765 -0.324 0.161
O -0.285 -1.265 -0.136
O -2.420 -0.812 0.088
O -1.962 2.034 -0.292
O 1.997 -0.372 -0.839
S 4.047 0.679 0.668
H -0.078 1.450 -0.466
H 2.462 -0.944 1.085
H -2.765 1.479 0.048
H 0.690 -0.954 -0.166
H -2.251 -1.796 0.274

***

Energies relative to the most stable structure are (i) 0.0173; (ii) 0.0000, reported in hartree.

***

(i)
The following is a DFT calculation (ωB97M-V/def2-TZVPD) of C2H6NO2P in the gas phase.

Values from the calculation:
Net charge ... 0
Frontier orbital gap (alpha / beta) ... 7.67 / 6.78 eV
Lowest unoccupied orbital energy (alpha / beta) ... -0.869 / -1.675 eV

Positions of all 12 atoms, in Å:
C 1.941 1.300 -0.180
C -1.790 -1.246 -0.354
N -0.717 -0.309 -0.058
O -0.963 0.877 -0.311
O 1.980 -1.499 0.371
P 1.346 -0.513 -0.521
H 2.982 1.565 -0.455
H 1.169 2.039 -0.375
H 1.940 1.418 1.015
H -2.206 -1.074 -1.367
H -1.435 -2.286 -0.197
H -2.577 -0.852 0.213

***

(ii)
The following is a DFT calculation (ωB97M-V/def2-TZVPD) of 2 unconnected molecules or ions with the total composition C2H6NO2P.

Values from the calculation:
Net charge ... 0
Frontier orbital gap (alpha / beta) ... 6.98 / 6.97 eV
Lowest unoccupied orbital energy (alpha / beta) ... -1.525 / -1.526 eV

Positions of all 12 atoms, in Å:
C 1.292 1.028 -0.986
C 0.312 -0.796 0.959
N -2.123 -0.461 0.216
O -3.135 -1.026 -0.146
O -1.834 0.666 -0.206
P 0.409 1.044 0.685
H 2.355 1.146 -0.703
H 1.040 -0.004 -1.375
H 0.705 1.799 -1.518
H 0.811 -1.417 0.024
H 0.853 -0.970 1.901
H -0.683 -1.007 1.150

***

(iii)
The following is a DFT calculation (ωB97M-V/def2-TZVPD) of C2H6NO2P in the gas phase.

Values from the calculation:
Net charge ... 0
Frontier orbital gap ... 9.34 eV
Lowest unoccupied orbital energy ... 0.500 eV

Positions of all 12 atoms, in Å:
C -0.746 -0.848 -0.186
C 1.607 -0.471 -0.161
N 0.174 0.073 -0.125
O -0.626 -2.039 -0.107
O -0.068 1.422 0.008
P -2.601 0.228 -0.122
H 1.567 -0.932 -1.163
H 2.293 0.405 0.000
H 1.830 -1.206 0.583
H 0.008 1.939 -0.782
H -1.999 0.690 0.966
H -3.369 -0.793 0.658

***

(iv)
The following is a DFT calculation (ωB97M-V/def2-TZVPD) of C2H6NO2P in the gas phase.

Values from the calculation:
Net charge ... 0
Frontier orbital gap ... 9.97 eV
Lowest unoccupied orbital energy ... 0.109 eV

Positions of all 12 atoms, in Å:
C 0.545 -0.218 -0.478
C 1.689 0.566 -0.001
N -1.862 -0.980 0.500
O 0.641 -1.314 -0.953
O -1.797 1.178 -1.045
P -1.086 0.425 -0.072
H 1.506 1.705 -0.049
H 2.553 0.403 -0.682
H 2.025 0.174 0.915
H -1.904 -1.491 -0.400
H -1.430 -1.565 1.190
H -0.878 1.117 1.075

***

Energies relative to the most stable structure are (i) 0.1311; (ii) 0.1976; (iii) 0.1261; (iv) 0.0000, reported in hartree.

***

(i)
The following is a DFT calculation (ωB97M-V/def2-TZVPD) of 2 unconnected molecules or ions with the total composition C2H5Br.

Values from the calculation:
Net charge ... 0
Frontier orbital gap (alpha / beta) ... 8.91 / 8.62 eV
Lowest unoccupied orbital energy (alpha / beta) ... 0.149 / 0.274 eV

Positions of all 8 atoms, in Å:
C -0.538 0.508 0.829
C 0.812 -0.972 -0.851
Br 1.776 -2.312 -0.039
H 0.469 0.383 1.279
H -0.729 1.285 0.183
H -1.426 0.214 1.366
H 1.370 -0.005 -0.868
H 0.056 -1.206 -1.690

***

(ii)
The following is a DFT calculation (ωB97M-V/def2-TZVPD) of 2 unconnected molecules or ions with the total composition C2H5Br.

Values from the calculation:
Net charge ... 0
Frontier orbital gap ... 10.62 eV
Lowest unoccupied orbital energy ... 0.784 eV

Positions of all 8 atoms, in Å:
C -0.632 0.610 0.010
C 0.404 -0.608 -0.185
Br 2.083 -0.028 0.485
H -0.241 1.432 -0.631
H -1.678 0.450 -0.441
H -0.494 0.754 1.036
H 0.570 -0.939 -1.143
H -0.011 -1.671 0.869

***

Energies relative to the most stable structure are (i) 0.0677; (ii) 0.0000, reported in hartree.

***

(i)
The following is a DFT calculation (ωB97M-V/def2-TZVPD) of C5H6O2S in the gas phase.

Values from the calculation:
Net charge ... 0
Frontier orbital gap ... 9.02 eV
Lowest unoccupied orbital energy ... -0.011 eV

Positions of all 14 atoms, in Å:
C -2.352 -1.083 0.238
C 1.394 -0.627 0.228
C -1.619 -0.026 0.444
C 0.628 0.728 -0.072
C -0.709 0.466 -0.693
O -2.996 -2.020 0.200
O 3.575 0.576 0.092
S 3.056 -0.769 0.289
H -1.889 0.476 1.328
H 0.852 -1.530 0.315
H 0.614 1.178 0.892
H 1.097 1.327 -0.773
H -0.691 -0.171 -1.481
H -0.959 1.474 -1.004

***

(ii)
The following is a DFT calculation (ωB97M-V/def2-TZVPD) of C5H6O2S in the gas phase.

Values from the calculation:
Net charge ... 0
Frontier orbital gap ... 10.15 eV
Lowest unoccupied orbital energy ... 0.459 eV

Positions of all 14 atoms, in Å:
C 0.460 0.220 0.400
C -0.169 -1.149 0.808
C -0.814 0.688 -0.352
C 1.624 0.214 -0.532
C 2.392 -0.825 -0.852
H 1.644 0.981 1.748
H -0.374 -1.140 1.872
H 0.388 -2.026 0.512
H 1.830 1.190 -0.953
H 2.238 -1.815 -0.465
H 3.231 -0.723 -1.548
O 0.703 1.091 1.484
O -1.092 1.726 -0.864
S -1.675 -0.868 -0.185

***

Energies relative to the most stable structure are (i) 0.0676; (ii) 0.0000, reported in hartree.

***

(i)
The following is a DFT calculation (ωB97M-V/def2-TZVPD) of C5H6O2S in the gas phase.

Values from the calculation:
Net charge ... 0
Frontier orbital gap ... 8.50 eV
Lowest unoccupied orbital energy ... -0.593 eV

Positions of all 14 atoms, in Å:
C 1.423 0.623 -0.146
C -0.066 0.239 -0.150
C -0.520 -1.164 -0.387
C -2.267 -0.044 0.661
C -1.143 0.928 0.533
H 1.551 1.639 -0.505
H -0.314 -1.552 -1.366
H -0.036 -1.781 0.415
H -3.243 0.355 0.378
H -2.342 -0.423 1.679
H -1.021 1.820 1.183
O -1.898 -1.094 -0.241
O -0.896 1.212 -0.820
S 2.700 -0.280 0.227

***

(ii)
The following is a DFT calculation (ωB97M-V/def2-TZVPD) of C5H6O2S in the gas phase.

Values from the calculation:
Net charge ... 0
Frontier orbital gap ... 8.40 eV
Lowest unoccupied orbital energy ... -0.700 eV

Positions of all 14 atoms, in Å:
C -1.870 -0.294 0.742
C -0.429 -0.017 0.997
C 0.914 -0.988 -0.649
C 1.111 0.532 -0.809
C 0.112 1.140 0.171
H -2.436 -0.853 1.532
H -0.317 0.233 2.069
H 0.253 -1.430 -1.339
H 1.829 -1.503 -0.654
H 2.163 0.979 -0.588
H 0.922 0.861 -1.895
O 0.402 -1.104 0.702
O -0.081 2.304 0.366
S -2.574 0.140 -0.647

***

Energies relative to the most stable structure are (i) 0.0268; (ii) 0.0000, reported in hartree.